A structure of composition C32H37CuN5O2S2SeSi, computed with ωB97M-V with the def2-TZVPD basis set.

Summary:
- HOMO-LUMO gap (alpha / beta) (eV) = 4.8 / 7.3
- relative energy (zero: lowest compared OMol25 entry of this formula, charge and spin) (eV) = 3.463
- LUMO level (alpha / beta) (eV) = 0.3 / 0.1
- 2S+1 = 2
- electronic energy (hartree) = -6793.64391
- total charge = 0

```
81
Properties=species:S:1:pos:R:3:nbo_charge:R:1
Cu 0.210 -0.291 0.032 0.878
S -1.368 5.459 0.342 0.407
C -2.191 6.895 0.788 -0.433
C -3.468 6.628 1.165 -0.242
C -3.783 5.244 1.103 -0.281
C -2.738 4.465 0.680 -0.203
C -2.709 3.016 0.500 -0.111
C -1.526 2.309 0.313 0.076
N -1.439 0.995 0.153 -0.615
C -2.615 0.269 0.127 0.080
C -3.869 0.900 0.376 -0.075
C -5.051 0.068 0.430 -0.177
C -4.985 -1.265 0.261 -0.190
C -3.731 -1.924 -0.021 -0.114
C -3.606 -3.289 -0.154 -0.125
C -2.348 -3.866 -0.435 -0.204
C -1.291 -2.976 -0.633 0.093
N -1.363 -1.668 -0.500 -0.596
C -2.566 -1.109 -0.144 0.166
C -2.117 -5.303 -0.510 -0.194
C -0.973 -5.979 -0.860 -0.280
C -1.112 -7.391 -0.792 -0.250
C -2.350 -7.780 -0.386 -0.439
S -3.358 -6.426 -0.090 0.424
C -3.904 2.262 0.553 -0.185
H -1.690 7.848 0.741 0.234
H -4.166 7.390 1.483 0.221
H -4.746 4.844 1.382 0.218
H -0.572 2.831 0.342 0.188
H -6.001 0.551 0.627 0.209
H -5.879 -1.875 0.331 0.210
H -4.488 -3.912 -0.043 0.203
H -0.312 -3.356 -0.915 0.191
H -0.067 -5.487 -1.183 0.214
H -0.323 -8.086 -1.044 0.219
H -2.729 -8.780 -0.258 0.235
H -4.855 2.750 0.722 0.205
C 1.895 -0.484 -2.600 -0.078
C 2.717 0.573 -1.835 0.242
C 4.023 -0.005 -1.314 -0.661
C 2.971 1.780 -2.721 -0.628
O 1.810 0.994 -0.746 -0.787
H 2.122 -0.378 -3.663 0.182
H 0.830 -0.238 -2.474 0.179
H 2.135 -1.966 -1.290 0.486
H 4.492 -0.571 -2.118 0.229
H 3.853 -0.685 -0.479 0.244
H 4.703 0.783 -0.990 0.213
H 3.629 1.497 -3.543 0.220
H 3.469 2.572 -2.157 0.204
H 2.041 2.175 -3.133 0.220
C 4.452 4.427 -0.146 -1.131
Si 2.654 4.067 0.215 1.423
C 2.169 4.889 1.818 -1.132
C 1.585 4.624 -1.214 -1.132
Se 2.484 1.810 0.749 0.233
H 4.574 5.489 -0.378 0.237
H 4.815 3.849 -0.998 0.239
H 5.083 4.191 0.712 0.243
H 2.161 5.972 1.670 0.242
H 2.876 4.666 2.620 0.242
H 1.173 4.583 2.144 0.256
H 1.225 5.630 -0.990 0.249
H 0.713 3.991 -1.378 0.257
H 2.157 4.662 -2.141 0.244
C 3.232 -4.557 0.388 -0.395
N 2.193 -3.769 1.055 -0.404
C 1.403 -4.367 1.974 0.100
C 0.394 -3.685 2.566 -0.338
C 0.221 -2.345 2.151 0.462
N 1.023 -1.797 1.223 -0.679
C 2.031 -2.469 0.641 0.153
O 2.146 -1.828 -2.268 -0.771
N -0.760 -1.578 2.643 -0.750
H 3.602 -5.323 1.065 0.201
H 4.037 -3.883 0.112 0.237
H 2.834 -5.021 -0.514 0.213
H 1.604 -5.408 2.193 0.219
H -0.259 -4.155 3.285 0.235
H -1.493 -1.982 3.198 0.404
H -0.938 -0.691 2.187 0.422
```

A cluster of 4 separate species, C32H37INO8 in total in a non-equilibrium geometry, computed with ωB97M-V with the def2-TZVPD basis set.

Summary:
- HOMO-LUMO gap (eV) = 1.5
- LUMO level (eV) = -0.6
- electronic energy (hartree) = -2195.66923
- total charge = -1

```
79
Properties=species:S:1:pos:R:3:lowdin_charge:R:1
C -0.837 -1.708 1.606 -0.071
C -0.143 -1.735 0.258 -0.324
C -0.464 -0.586 -0.660 -0.067
C 0.697 -2.746 -0.047 -0.075
C 1.163 -3.127 -1.431 -0.198
C 2.453 -3.956 -1.473 -0.199
C 3.644 -3.299 -0.726 -0.347
C 3.639 -3.747 0.758 -0.079
C 4.952 -3.790 -1.387 -0.203
C 6.120 -2.786 -1.293 -0.216
C 6.312 -2.065 0.037 -0.333
C 7.513 -2.594 0.830 -0.252
C 7.535 -4.118 1.005 -0.323
C 7.191 -4.631 2.397 -0.660
I 8.490 -3.923 3.943 0.703
O 6.715 -0.708 -0.351 -0.169
N 6.330 0.140 0.657 -0.118
O 7.161 0.967 0.895 -0.056
H -1.730 -1.084 1.555 0.048
H -0.223 -1.285 2.405 0.080
H -1.151 -2.704 1.913 0.069
H -1.529 -0.365 -0.661 0.059
H -0.168 -0.782 -1.689 0.064
H 0.079 0.302 -0.335 0.075
H 1.052 -3.371 0.766 0.097
H 0.347 -3.705 -1.880 0.109
H 1.322 -2.262 -2.074 0.100
H 2.721 -4.074 -2.526 0.094
H 2.302 -4.965 -1.083 0.106
H 3.582 -2.214 -0.796 0.134
H 3.333 -2.913 1.391 0.074
H 4.655 -3.981 1.059 0.035
H 2.970 -4.591 0.929 0.064
H 4.782 -3.996 -2.449 0.090
H 5.196 -4.755 -0.932 0.095
H 7.055 -3.326 -1.548 0.097
H 5.960 -2.045 -2.080 0.100
H 7.472 -2.151 1.829 0.046
H 8.454 -2.242 0.372 0.101
H 8.545 -4.474 0.784 0.093
H 6.877 -4.636 0.309 0.083
H 6.153 -4.432 2.655 0.036
H 7.303 -5.714 2.418 0.027
C -1.254 3.320 -0.121 0.038
C -1.398 4.594 -0.474 0.025
C -2.665 5.324 -0.224 -0.396
O -2.794 6.489 -0.552 0.068
C -3.764 4.585 0.437 0.019
C -3.622 3.313 0.791 0.026
C -2.359 2.581 0.540 -0.358
O -2.237 1.418 0.864 0.094
H -0.340 2.768 -0.295 0.119
H -0.608 5.155 -0.957 0.123
H -4.680 5.136 0.612 0.126
H -4.410 2.758 1.276 0.082
C -5.132 4.184 -4.752 0.022
C -5.367 4.984 -5.788 0.019
C -4.930 6.403 -5.780 -0.389
O -5.149 7.131 -6.724 0.101
C -4.219 6.893 -4.574 0.026
C -3.982 6.093 -3.536 0.036
C -4.421 4.677 -3.545 -0.363
O -4.210 3.941 -2.603 0.111
H -5.442 3.146 -4.735 0.121
H -5.883 4.646 -6.678 0.120
H -3.907 7.929 -4.590 0.123
H -3.464 6.427 -2.645 0.096
C -7.142 0.503 5.321 0.020
C -6.900 1.689 4.770 0.020
C -6.207 1.803 3.464 -0.373
O -5.987 2.888 2.966 0.093
C -5.790 0.544 2.795 0.028
C -6.031 -0.642 3.346 0.029
C -6.728 -0.757 4.652 -0.385
O -6.953 -1.836 5.155 0.109
H -7.646 0.395 6.273 0.121
H -7.193 2.619 5.240 0.121
H -5.281 0.646 1.845 0.115
H -5.734 -1.571 2.877 0.125
```

A cluster of 5 separate species, C32H38F17N2O4PS in total in a non-equilibrium geometry, computed with ωB97M-V with the def2-TZVPD basis set.

Summary:
- HOMO-LUMO gap (eV) = 7.7
- LUMO level (eV) = -0.9
- electronic energy (hartree) = -4089.86862
- total charge = 0

```
95
Properties=species:S:1:pos:R:3:lowdin_charge:R:1
C -0.417 -4.432 0.786 -0.036
C -0.109 -2.991 0.460 -0.277
C -0.556 -1.944 1.198 -0.048
C -0.295 -0.652 0.863 -0.031
C 0.442 -0.370 -0.247 -0.241
C 0.749 1.036 -0.720 -0.075
C -0.441 1.964 -0.659 -0.083
C -0.497 3.078 0.088 -0.056
C 0.644 3.554 0.994 -0.388
F 1.251 2.542 1.639 0.145
F 0.084 4.339 1.946 0.125
C 1.659 4.404 0.176 -0.334
F 2.274 3.632 -0.729 0.163
F 0.908 5.284 -0.520 0.152
C 2.655 5.249 1.046 -0.342
F 2.169 6.491 1.141 0.177
F 2.701 4.779 2.303 0.167
C 4.122 5.284 0.541 -0.341
F 4.639 4.057 0.414 0.173
F 4.836 5.872 1.526 0.160
C 4.368 6.159 -0.726 -0.344
F 4.339 7.437 -0.295 0.162
F 3.387 6.057 -1.627 0.184
C 5.765 5.973 -1.382 -0.338
F 6.746 6.007 -0.478 0.180
F 5.947 7.057 -2.159 0.160
C 5.910 4.721 -2.315 -0.337
F 4.850 3.897 -2.282 0.165
F 6.063 5.119 -3.586 0.163
C 7.163 3.851 -2.011 -0.554
F 7.113 3.344 -0.787 0.194
F 8.285 4.540 -2.211 0.183
F 7.177 2.819 -2.861 0.184
C -1.659 3.892 0.083 -0.004
C -2.711 3.540 -0.637 -0.004
C -2.714 2.388 -1.436 -0.195
N -3.840 2.097 -2.140 0.159
C -3.710 1.007 -2.838 -0.459
P -5.190 0.487 -3.807 0.341
S -5.658 1.714 -5.236 0.080
C -2.553 0.221 -2.913 -0.111
N -1.478 0.511 -2.236 0.186
C -1.565 1.618 -1.455 -0.140
C 0.918 -1.421 -0.975 -0.060
C 0.663 -2.711 -0.645 -0.048
H -0.287 -5.003 -0.135 0.073
H -1.470 -4.543 1.035 0.053
H 0.234 -4.866 1.543 0.085
H -1.148 -2.173 2.075 0.109
H -0.692 0.154 1.468 0.123
H 1.625 1.410 -0.208 0.108
H 1.026 0.953 -1.774 0.125
H -1.727 4.803 0.653 0.128
H -3.598 4.160 -0.622 0.127
H -6.224 0.482 -2.844 -0.022
H -5.024 -0.859 -4.188 -0.023
H -2.536 -0.663 -3.539 0.110
H 1.521 -1.209 -1.852 0.119
H 1.079 -3.489 -1.272 0.114
C -3.422 -8.397 2.168 -0.084
C -3.984 -7.032 1.827 -0.312
O -3.113 -6.326 0.939 -0.101
H -2.438 -8.300 2.630 0.081
H -4.082 -8.926 2.853 0.046
H -3.294 -8.999 1.264 0.074
H -4.088 -6.427 2.726 0.096
H -4.968 -7.124 1.356 0.114
H -3.026 -6.853 0.139 0.084
C 9.379 7.528 -4.220 -0.088
C 8.733 6.706 -5.320 -0.317
O 9.331 5.417 -5.416 -0.079
H 10.447 7.639 -4.407 0.076
H 8.928 8.520 -4.153 0.075
H 9.270 7.031 -3.252 0.062
H 8.859 7.194 -6.286 0.112
H 7.660 6.588 -5.134 0.096
H 9.213 4.976 -4.569 0.058
C -5.874 -3.469 2.931 -0.087
C -4.399 -3.555 2.581 -0.328
O -3.824 -2.253 2.470 -0.087
H -6.412 -2.902 2.170 0.076
H -6.318 -4.464 3.007 0.069
H -6.017 -2.951 3.882 0.072
H -4.264 -4.054 1.623 0.101
H -3.852 -4.120 3.344 0.107
H -3.933 -1.813 3.318 0.080
C -7.748 -9.239 5.258 -0.093
C -6.408 -9.811 4.835 -0.314
O -5.424 -8.784 4.710 -0.099
H -8.090 -8.498 4.535 0.075
H -8.501 -10.024 5.341 0.074
H -7.664 -8.734 6.224 0.072
H -6.490 -10.295 3.863 0.112
H -6.060 -10.552 5.562 0.109
H -5.337 -8.358 5.568 0.084
```

A structure of composition C32H38MnN7O3PS2Te, computed with ωB97M-V with the def2-TZVPD basis set.

Summary:
- HOMO-LUMO gap (alpha / beta) (eV) = 8.6 / 8.4
- relative energy (zero: lowest compared OMol25 entry of this formula, charge and spin) (eV) = 0.000
- LUMO level (alpha / beta) (eV) = -4.3 / -4.4
- 2S+1 = 2
- electronic energy (hartree) = -4407.52545
- total charge = +2

```
85
Properties=species:S:1:pos:R:3:mulliken_spin:R:1
Mn 0.213 0.790 -0.077 1.044
C -2.350 3.715 3.781 0.000
N -1.768 2.559 3.104 0.002
C -1.805 1.273 3.570 0.001
C -1.215 0.494 2.617 0.019
N -0.816 1.296 1.585 -0.031
C -1.165 2.536 1.894 0.005
P -0.891 3.953 0.789 -0.002
C -1.509 3.137 -0.715 -0.007
N -1.045 1.979 -1.164 -0.005
C -1.800 1.640 -2.252 -0.006
C -2.728 2.615 -2.463 0.000
N -2.538 3.554 -1.485 -0.001
C -3.339 4.764 -1.325 0.000
C 0.875 3.651 0.462 0.017
N 1.426 2.477 0.160 -0.023
C 2.754 2.718 -0.071 0.018
C 3.005 4.045 0.110 -0.003
N 1.812 4.624 0.440 0.005
C 1.632 6.038 0.767 0.000
H -2.282 3.563 4.854 0.000
H -1.797 4.612 3.518 0.000
H -3.395 3.835 3.498 0.000
H -2.247 1.029 4.520 0.000
H -1.065 -0.572 2.597 -0.001
H -1.635 0.726 -2.796 0.002
H -3.490 2.727 -3.215 0.000
H -3.455 5.247 -2.292 0.000
H -4.319 4.515 -0.923 0.000
H -2.834 5.447 -0.648 0.000
H 3.443 1.937 -0.339 0.000
H 3.912 4.618 0.032 0.000
H 2.415 6.607 0.275 0.000
H 0.668 6.383 0.406 0.000
H 1.696 6.190 1.842 0.000
Te 1.909 -1.136 0.957 -0.006
C 3.842 -0.325 0.719 0.003
C 4.654 -0.311 -0.383 -0.001
C 5.900 0.335 -0.138 0.000
C 6.008 0.791 1.139 -0.001
S 4.582 0.487 2.033 0.000
H 4.376 -0.729 -1.341 0.000
H 6.684 0.434 -0.874 0.000
H 6.844 1.293 1.600 0.000
C -6.968 -2.559 1.952 0.000
C -5.557 -2.428 1.452 0.000
C -4.471 -2.621 2.299 0.000
C -3.169 -2.527 1.829 0.001
C -2.949 -2.232 0.494 0.002
C -4.017 -2.040 -0.375 0.000
C -5.308 -2.135 0.109 0.000
S -1.313 -2.098 -0.132 -0.005
O -0.401 -2.454 0.962 0.000
O -1.203 -2.929 -1.306 0.000
O -1.153 -0.648 -0.464 -0.011
H -7.003 -2.597 3.039 0.000
H -7.424 -3.474 1.570 0.000
H -7.583 -1.724 1.616 0.000
H -4.645 -2.861 3.341 0.000
H -2.329 -2.703 2.488 0.000
H -3.837 -1.832 -1.422 0.000
H -6.143 -1.992 -0.567 0.000
C 3.553 -5.265 -2.139 0.000
N 3.038 -4.763 -0.832 0.000
C 4.068 -3.943 -0.130 -0.001
C 1.699 -4.051 -0.945 0.000
C 1.730 -2.773 -1.736 0.005
C 1.536 -2.826 -3.118 -0.001
C 1.382 -1.680 -3.876 0.000
C 1.370 -0.443 -3.250 -0.009
C 1.549 -0.380 -1.878 0.003
C 1.765 -1.526 -1.117 -0.014
H 4.458 -5.839 -1.960 0.000
H 3.775 -4.412 -2.773 0.000
H 2.795 -5.894 -2.601 0.000
H 2.855 -5.579 -0.248 0.000
H 4.272 -3.060 -0.729 0.000
H 4.971 -4.538 -0.018 0.000
H 3.683 -3.651 0.843 0.000
H 1.356 -3.876 0.073 0.000
H 1.012 -4.756 -1.410 0.000
H 1.442 -3.791 -3.602 0.000
H 1.227 -1.757 -4.944 0.000
H 1.205 0.463 -3.819 0.000
H 1.574 0.634 -1.444 0.002
```

A structure of composition C32H38N2O2OsPS2Si in a non-equilibrium geometry, computed with ωB97M-V with the def2-TZVPD basis set.

Summary:
- HOMO-LUMO gap (alpha / beta) (eV) = 6.4 / 6.6
- relative energy (zero: lowest compared OMol25 entry of this formula, charge and spin) (eV) = 2.349
- LUMO level (alpha / beta) (eV) = -0.4 / -0.5
- 2S+1 = 2
- electronic energy (hartree) = -3020.03186
- total charge = 0

```
79
Properties=species:S:1:pos:R:3:mulliken_spin:R:1
Os 0.008 0.086 -1.233 0.754
C -6.202 2.307 0.671 0.001
C -5.115 1.371 1.160 0.000
O -4.623 0.531 0.108 0.003
P -3.576 1.194 -0.975 0.021
S -0.841 0.750 -3.313 0.101
S -1.840 0.386 0.064 0.006
O -3.802 0.185 -2.208 0.002
C -3.945 -1.236 -2.087 0.002
C -5.404 -1.639 -2.120 0.004
H -6.582 2.904 1.502 0.000
H -7.029 1.737 0.247 0.000
H -5.818 2.984 -0.091 -0.001
H -5.502 0.691 1.918 0.000
H -4.287 1.926 1.613 0.001
H -3.457 -1.570 -1.168 0.000
H -3.403 -1.662 -2.935 -0.002
H -5.915 -1.303 -1.221 0.000
H -5.485 -2.725 -2.192 0.000
H -5.895 -1.201 -2.990 -0.001
C 1.883 0.588 -0.404 0.065
Si 2.963 -0.862 -0.791 -0.032
C 1.849 -2.192 -0.056 -0.006
N 0.456 -2.006 -0.593 -0.027
C 0.312 -2.850 -1.853 0.000
C -0.779 -3.903 -1.752 0.002
C -0.564 -4.803 -0.538 0.000
C -0.396 -3.962 0.746 0.002
C -0.507 -2.474 0.449 0.007
C 4.673 -0.877 -0.025 0.002
C 4.832 -1.009 1.358 0.002
C 6.089 -0.997 1.941 0.001
C 7.218 -0.848 1.146 0.000
C 7.082 -0.710 -0.227 0.000
C 5.820 -0.726 -0.806 0.000
C 3.123 -1.144 -2.635 0.008
C 2.602 -0.220 -3.542 0.010
C 2.637 -0.459 -4.911 -0.001
C 3.214 -1.622 -5.394 0.001
C 3.761 -2.545 -4.508 0.000
C 3.712 -2.306 -3.144 0.002
H 2.246 1.573 -0.692 0.012
H 1.759 0.597 0.689 0.002
H 1.825 -2.024 1.025 0.005
H 2.171 -3.225 -0.208 0.001
H 1.267 -3.341 -2.041 0.001
H 0.124 -2.189 -2.696 0.011
H -0.757 -4.487 -2.673 0.000
H -1.762 -3.427 -1.714 -0.004
H 0.326 -5.414 -0.707 0.000
H -1.400 -5.496 -0.437 0.000
H 0.557 -4.182 1.231 0.000
H -1.169 -4.207 1.476 0.000
H -0.328 -1.872 1.339 -0.006
H -1.510 -2.224 0.115 -0.009
H 3.959 -1.116 1.995 0.001
H 6.191 -1.101 3.014 0.000
H 8.202 -0.838 1.598 0.000
H 7.960 -0.591 -0.850 0.000
H 5.726 -0.621 -1.881 0.000
H 2.166 0.705 -3.180 -0.007
H 2.207 0.262 -5.594 0.001
H 3.244 -1.811 -6.459 0.000
H 4.222 -3.450 -4.885 0.000
H 4.140 -3.037 -2.463 0.000
N 3.112 7.187 2.720 0.007
C 2.632 6.463 1.968 -0.004
C 2.032 5.557 1.028 0.018
C 2.720 5.201 -0.131 -0.008
C 2.145 4.322 -1.027 0.017
C 0.872 3.796 -0.787 -0.041
C 0.187 4.164 0.375 0.014
C 0.765 5.032 1.279 -0.009
C 0.282 2.876 -1.701 0.059
C -0.184 2.057 -2.471 0.009
H 3.702 5.612 -0.318 0.000
H 2.675 4.030 -1.924 0.000
H -0.795 3.748 0.557 0.002
H 0.241 5.313 2.183 0.000
```

Among the records above, which one has the lowest total charge?
C32H37INO8